1.
DFT (ωB97M-V with the def2-TZVPD basis set) results for C8H12CaF12O16S4 as an isolated structure in a non-equilibrium geometry.

Atoms and positions in Å:
F  -25.55665  15.20400  18.06072
F  -18.44933  15.86097  12.82041
O  -22.78306  12.82540  14.96957
O  -21.99754  16.38659  12.59073
C  -25.68728  15.38102  16.78468
S  -22.39580  11.78032  15.89656
S  -26.06734  16.07537  12.19277
O  -24.95055  12.69181  12.92375
H  -21.73734  11.24464  12.03543
C  -22.18413  16.82271  11.22632
O  -22.61969  14.39299  10.60946
H  -23.19755  17.18740  11.05874
O  -20.19868  14.22902  15.89853
H  -22.36759  13.68232  10.01531
H  -21.54806  17.66183  10.94453
F  -19.57946  16.89174  14.49929
O  -18.58136  13.12304  14.62161
F  -17.66959  15.89108  14.92222
O  -26.51466  16.84630  11.02912
C  -18.76517  15.81524  14.17210
O  -21.75972  12.30367  17.12873
O  -22.48178  11.81516  12.24017
Ca  -22.95041  14.08904  12.99677
H  -20.74416  15.31719  10.50846
C  -23.58356  11.15396  11.62833
O  -23.89184  15.57582  14.66186
C  -24.07565  10.85464  16.29624
H  -21.81141  17.10005  13.20546
H  -25.57484  12.12494  13.38258
H  -21.90882  15.86632  9.30970
C  -27.58204  14.85667  12.48342
F  -28.73335  15.46093  12.51467
C  -21.79000  15.58363  10.35568
O  -24.89783  15.22985  12.01703
O  -20.74672  13.96245  13.50971
O  -21.48361  10.82003  15.25446
C  -24.88318  12.04076  11.64932
F  -26.67359  16.25407  16.51545
H  -24.61542  12.83562  10.95320
S  -23.94338  15.99679  16.06052
H  -25.66448  11.45445  11.16568
F  -25.89735  14.09932  16.28973
F  -25.11740  11.65464  16.61423
F  -24.30871  10.21461  15.17232
H  -23.78307  10.31012  12.28881
S  -19.68670  14.10668  14.53918
O  -22.80314  15.31725  16.76525
F  -23.88230  9.88926  17.29923
F  -27.39621  14.23256  13.65355
O  -26.06588  16.95124  13.37727
O  -24.02654  17.47171  16.22364
F  -27.57078  13.92883  11.48176
H  -23.43256  10.80291  10.60752

Cartesian forces (eV/Å) of the 3 atoms listed first:
-0.359 0.375 1.848
-0.008 0.629 1.556
-1.572 -0.303 -0.095

Computed properties:
Total charge   -2
Gap between HOMO and LUMO   6.8 eV

***

2.
DFT (ωB97M-V with the def2-TZVPD basis set) results for C8H12Cl2HfO as an isolated structure in a non-equilibrium geometry.

Atoms and positions in Å:
C  1.43126  1.17859  -0.79994
H  1.62145  -0.63137  1.10722
C  -0.75016  2.48011  -0.80352
H  1.96219  1.85702  -1.49873
C  -0.78713  -1.70215  1.10454
H  -0.58691  0.36910  -1.35604
H  -0.93265  -2.54671  1.76344
H  2.41939  -1.94746  0.23972
H  0.52660  -3.10945  -0.02045
C  0.23827  -2.00872  0.03094
C  -0.08831  1.26201  -0.90195
H  1.73442  1.53193  0.20273
C  1.93515  -0.26492  -1.01662
H  1.52441  -0.65975  -1.95782
Cl  -3.22153  -0.09832  -0.83673
C  1.59230  -1.21363  0.16487
H  -1.81279  2.54777  -1.04082
H  -0.18477  3.40750  -0.65485
O  -4.40853  -0.15256  2.91986
Hf  -1.55438  0.27619  0.83359
H  -0.17872  -1.79612  -1.01577
Cl  -0.12444  1.54020  2.28707
H  3.02983  -0.24332  -1.13449
C  -3.38495  -0.07595  2.38375

Cartesian forces (eV/Å) of the 3 atoms listed first:
0.319 -0.362 0.302
-0.164 -0.356 -0.410
0.959 -2.402 -0.938

Computed properties:
Gap between HOMO and LUMO   5.3 eV

***

3.
DFT (ωB97M-V with the def2-TZVPD basis set) results for C8H12ClN4O4 as an isolated structure in a non-equilibrium geometry.

Atoms and positions in Å:
H  -1.47527  0.65683  2.39938
H  -1.80816  1.79664  0.01895
O  -0.49538  -0.05462  -2.08563
H  -1.89422  2.53761  1.59787
N  3.85450  -2.73474  -0.12645
C  -2.70160  -1.03297  2.60259
N  -3.55051  -1.57380  3.20769
Cl  -0.51415  -0.15261  -0.67246
H  3.42816  0.43978  -0.68043
H  -0.62214  -0.83167  2.01789
N  -3.83281  4.39083  -0.01119
H  1.80714  -1.87400  -3.40154
C  -1.58690  -0.32917  1.94836
H  1.86999  -0.23972  -0.10075
C  1.78189  -1.43771  -2.40299
C  -2.92576  3.65687  0.22161
C  0.97555  -2.31753  -1.56966
O  0.80725  0.04867  -0.25083
O  -1.06996  -1.35552  -0.14600
C  -1.83591  2.75796  0.53197
O  -1.31622  0.99054  -0.27049
H  1.35761  -0.43559  -2.34089
H  -0.96665  3.39253  0.35928
C  2.95186  -0.23384  0.03195
H  -1.82398  -0.19867  0.89249
H  3.07655  0.16415  1.03900
H  2.71349  -1.36468  -1.84184
C  3.43809  -1.63892  -0.05579
N  0.35764  -3.02666  -0.91210

Cartesian forces (eV/Å) of the 3 atoms listed first:
-0.157 -0.050 0.233
-4.190 6.211 1.591
-0.854 -0.691 -1.087

Computed properties:
Total charge   -1
Gap between HOMO and LUMO   9.3 eV

***

4.
DFT (ωB97M-V with the def2-TZVPD basis set) results for C8H12F12MgN2O10S4 as an isolated structure in a non-equilibrium geometry.

Atoms and positions in Å:
O  -0.56099  -0.18449  -3.08030
C  -1.82863  -2.15460  3.17835
F  2.42320  0.69270  1.65209
F  -1.19407  4.53899  0.31005
Mg  -0.02612  -0.30741  -0.20911
C  2.81556  -1.52323  -0.61901
O  -0.18463  0.28673  4.17297
H  -4.14589  -1.33299  -2.11327
S  0.01140  1.12714  -2.90909
F  2.47643  0.09348  -2.92752
O  1.08059  3.03551  0.47265
N  -0.23603  -0.32285  1.64916
F  1.63074  0.62476  -4.84350
S  -0.00678  0.77573  2.84370
O  0.94056  -2.15005  3.28404
H  -3.07246  -0.10520  -2.60451
F  -1.61405  -2.98638  4.17532
F  2.02166  2.45978  2.83598
H  2.55003  -3.32578  0.50481
H  -4.44704  0.35280  -1.58777
F  2.45532  0.56776  3.80268
O  -0.12238  -2.78148  1.19044
H  3.33585  -1.86795  -1.51262
S  -0.13426  -1.91094  2.35065
C  1.79498  0.99348  -3.59844
H  -3.39645  -1.16078  0.24262
H  3.12010  -0.48237  -0.53850
S  0.43978  2.86698  -0.81061
O  1.01701  3.71487  -1.83816
O  -0.70740  1.97352  2.44648
F  -2.34735  -1.02394  3.59101
F  -2.20714  2.68898  -0.25567
H  -1.97396  -2.26104  -0.89791
H  2.96421  -1.91839  1.55289
C  -1.32807  3.62047  -0.62656
N  0.24823  1.29423  -1.17845
F  -2.67946  -2.70762  2.32772
C  1.86004  1.15394  2.77736
H  1.22271  -2.28515  -1.50110
O  1.37224  -1.53240  -0.92292
H  -2.58920  0.41671  -0.09431
C  -2.85347  -0.56116  -0.48872
C  3.10607  -2.39368  0.59174
F  2.46361  2.10169  -3.53969
O  -1.65291  -1.36535  -0.77522
C  -3.68552  -0.40949  -1.75568
F  -1.78063  4.21164  -1.71143
O  -0.72047  2.19650  -3.53639
H  4.14505  -2.73366  0.52372

Cartesian forces (eV/Å) of the 3 atoms listed first:
0.893 -0.037 0.354
0.576 0.061 -0.011
-0.065 -0.093 -0.180

Computed properties:
Gap between HOMO and LUMO   10.8 eV

***

5.
DFT (ωB97M-V with the def2-TZVPD basis set) results for C8H12F24K4O6P4 as an isolated structure in a non-equilibrium geometry.

Atoms and positions in Å:
F  0.85790  1.00247  -5.24180
F  5.00930  -2.02175  -3.16136
H  -3.57442  0.14318  -0.94308
F  0.93169  -1.20381  -4.67282
H  -2.37944  2.66824  0.29983
C  -2.71002  2.08951  -1.78923
F  1.12100  -0.62972  -2.44040
C  -1.86285  2.16266  -0.51842
F  -4.86781  -2.35087  0.45909
F  3.27870  -2.90216  -2.12460
F  1.62525  -0.31122  1.55274
P  -3.95682  -3.63097  0.10768
O  -3.56593  3.20021  -1.91037
F  2.64762  0.22342  -4.12577
F  4.71932  -4.23152  -0.83829
C  -4.58682  3.09391  -1.05224
F  -0.00415  -3.03746  0.80648
H  0.97714  4.36952  2.04930
K  -1.50408  -1.78837  -1.78770
F  -2.59387  -2.77672  0.59266
H  1.70114  1.13786  4.16688
F  -0.57539  0.13843  -3.68422
F  -0.54656  -1.11004  2.03540
O  3.26961  2.60334  3.94652
F  -2.91297  -4.87240  -0.11665
F  -5.24532  -4.43362  -0.40974
O  1.76835  4.06420  4.63435
F  0.10104  -0.65378  -0.01337
F  1.59691  -2.30987  2.32913
O  -5.19482  3.98559  -0.56583
H  -0.51137  4.42641  2.89082
H  -2.07044  1.91596  -2.64898
P  1.05981  0.18796  -3.85887
H  1.87244  1.81165  2.56242
P  4.89614  -3.09435  -1.96430
H  -4.24784  0.59765  -2.44728
C  0.33159  3.76096  2.68784
O  3.93738  4.49131  4.94372
F  4.77852  -4.29732  -3.08967
K  -1.70556  -3.81506  2.94205
F  5.10206  -1.96416  -0.81277
P  0.68473  -1.61569  1.17560
C  -3.81511  1.02522  -1.53949
F  1.30358  1.52200  -2.97107
C  0.96163  3.17665  3.91945
C  2.01512  2.02314  3.62174
H  -1.50479  1.16860  -0.24648
H  -0.92312  2.72325  -0.58106
H  -0.07889  2.98439  2.03634
O  -4.82216  1.76971  -0.82594
F  -3.74569  -3.17223  -1.42130
C  3.06936  3.79092  4.55378
F  6.48432  -3.41443  -2.02458
K  2.24920  -4.83475  0.12656
K  3.25718  -0.13942  -0.81339
F  1.85966  -2.11164  0.08116
H  0.21141  2.67700  4.53408
F  -4.17281  -4.21197  1.58547

Cartesian forces (eV/Å) of the 3 atoms listed first:
-0.294 0.201 0.870
0.455 0.439 0.871
0.343 0.328 0.392

Computed properties:
Gap between HOMO and LUMO   8.9 eV

***

6.
DFT (ωB97M-V with the def2-TZVPD basis set) results for one molecule with the formula C8H12FN in a non-equilibrium geometry.

Atoms and positions in Å:
C  1.31155  2.59501  1.35646
H  0.51391  -3.23827  -0.39419
H  -1.16738  0.57463  0.40991
N  0.92594  1.70810  0.57771
H  3.25464  0.32772  -1.41654
H  2.29807  2.60037  1.69872
H  -0.31568  0.24983  -2.02646
H  0.11425  -2.80263  1.39523
C  -1.30801  -0.29108  -0.17096
H  -1.11140  -3.15564  0.14415
C  1.15744  -0.71148  -0.04512
H  -2.23823  -0.78653  0.13316
C  2.81718  1.03487  -0.64949
C  -0.14137  -2.67644  0.31099
H  0.56685  3.31608  1.78134
H  3.13187  2.03195  -0.73222
C  -0.06200  -1.20626  -0.02084
C  -1.40199  0.01234  -1.63716
H  -2.04215  0.97195  -1.83846
C  1.70064  0.72928  -0.05356
F  2.14050  -1.67325  0.04084
H  -1.94640  -0.73065  -2.27123

Cartesian forces (eV/Å) of the 3 atoms listed first:
-1.443 0.508 0.626
-0.063 0.247 1.037
0.090 1.108 0.547

Computed properties:
Gap between HOMO and LUMO   9.4 eV
Structure (SMILES)   C=NC(=C)/C(F)=C(/C)CC

***

7.
DFT (ωB97M-V with the def2-TZVPD basis set) results for C8H12FN4V as an isolated structure in a non-equilibrium geometry.

Atoms and positions in Å:
H  0.89232  -2.32954  4.79767
V  2.25233  1.13229  -0.33882
H  0.72092  1.08376  -5.20084
F  1.04786  -0.05412  0.77496
H  -0.83560  0.52457  -4.71210
H  0.44305  -0.69677  -5.02182
C  0.71124  0.36240  -3.24275
N  -1.70024  -0.58685  5.15605
H  0.48826  -4.47992  0.00836
H  -1.79010  4.77729  -0.48843
C  -0.08456  3.69475  -0.43809
H  -0.39729  5.82680  -0.24852
N  -2.34836  -4.16425  -0.96173
H  0.76463  -1.23387  3.36709
C  -0.20976  -3.77539  0.46059
H  -0.19918  -4.01108  1.52475
N  0.42554  2.72949  -0.06437
C  0.22727  0.29724  -4.63005
H  -0.76390  5.17045  -1.85938
C  -1.43976  -3.95449  -0.33763
C  -0.66056  -0.91171  4.85053
C  0.61796  -1.33629  4.44231
N  1.05816  0.41743  -2.12752
C  -0.75787  4.95303  -0.79130
H  0.24869  -2.82654  0.18200
H  1.28895  -0.60875  4.89900

Cartesian forces (eV/Å) of the 3 atoms listed first:
-0.124 0.013 0.203
-7.242 -2.180 1.158
0.362 -0.121 -0.082

Computed properties:
Total charge   +3
2S+1   4
Gap between HOMO and LUMO (alpha / beta)   4.1 / 2.3 eV

***

8.
DFT (ωB97M-V with the def2-TZVPD basis set) results for a 2-piece molecular cluster, C8H12FNO3 overall in a non-equilibrium geometry.

Atoms and positions in Å:
H  -2.98269  1.41147  -1.33743
O  3.00994  -1.43422  1.52593
C  1.14312  0.00467  1.43106
H  -1.75719  -1.28066  0.12875
H  1.64369  1.40603  -1.55061
C  -1.80724  1.24094  -1.44948
O  2.09580  -3.88007  3.26087
H  0.73288  0.83091  0.76995
H  -1.41198  1.27745  0.56917
C  2.30536  -0.72872  0.85324
C  -0.09588  -0.89000  1.25618
N  -1.16608  0.77251  -0.23762
C  2.72726  -0.52760  -0.57396
H  -0.41140  -1.14905  -0.85995
C  2.65085  -4.16103  2.28131
H  1.36016  0.26897  2.43442
O  3.24562  -4.44583  1.36643
H  0.17226  -1.97063  1.24320
F  3.78283  -1.40032  -0.95180
C  -0.91312  -0.61986  0.02049
H  -0.72119  -0.74613  2.12424
H  2.55358  0.56698  -2.73138
H  -1.25377  2.06739  -1.81850
C  2.28729  0.57882  -1.70972
H  -1.53731  0.33930  -2.09542

Cartesian forces (eV/Å) of the 3 atoms listed first:
2.488 -0.324 -0.556
0.074 -0.671 0.423
-1.460 0.244 -2.845

Computed properties:
Gap between HOMO and LUMO (alpha / beta)   8.1 / 8.2 eV
Structure (SMILES)   C=C(F)C(=O)CCCNC.O=C=O